Formula: C7H6NO3S2
Source: the OMol25 dataset
Level of theory: ωB97M-V/def2-TZVPD

```
19
Properties=species:S:1:pos:R:3
C 0.06 1.37 -0.60
C 1.82 -1.40 1.10
C 3.08 -0.35 -1.01
C 0.96 0.41 -0.34
C 0.83 -0.56 0.72
C -1.21 1.54 0.20
C -1.54 0.29 0.88
N 2.10 0.42 -1.15
O -1.74 -2.16 -0.15
O -3.69 -0.90 0.65
O -2.59 -0.25 -1.44
S 3.39 -1.55 0.23
S -2.45 -0.89 -0.14
H 0.23 2.07 -1.40
H 1.76 -2.10 1.91
H 3.88 -0.30 -1.74
H -1.13 2.41 0.86
H -2.01 1.72 -0.54
H -1.74 0.24 1.94
```

- charge = -1
- 2S+1 = 1
- HOMO level (spin up / spin down) (eV) = -4.448 / -4.439

Mulliken atomic charge list, values in e, 6 entries: number 1, C, carries -0.54; number 2, C, carries -0.67; number 3, C, carries 0.03; number 4, C, carries 1.11; number 5, C, carries -0.53; number 6, C, carries -0.49



Formula: C32H28BF9O2S
Source: the OMol25 dataset
Level of theory: ωB97M-V/def2-TZVPD

```
73
Properties=species:S:1:pos:R:3
C -4.26 5.71 -1.73
C -3.44 4.47 -1.84
C -2.99 3.84 -2.99
C -2.11 2.73 -2.72
C -1.86 2.54 -1.38
B -0.83 1.51 -0.68
C 0.64 2.23 -0.84
C 1.11 3.11 0.12
C 2.37 3.67 -0.01
C 2.93 4.54 1.08
F 3.74 5.53 0.58
F 1.95 5.14 1.82
F 3.70 3.79 1.94
C 3.17 3.40 -1.12
C 2.65 2.59 -2.11
C 3.47 2.21 -3.31
F 3.61 0.85 -3.36
F 2.85 2.60 -4.48
F 4.72 2.75 -3.31
C 1.38 2.04 -1.99
O -1.23 1.39 0.70
C -1.51 0.13 1.27
C -2.12 -0.90 0.28
C -2.05 -2.27 0.90
C -3.62 -0.70 0.08
C -1.29 -0.89 -1.03
O -0.97 0.37 -1.54
S -2.87 3.60 -0.41
H -4.59 6.00 -2.73
H -5.14 5.56 -1.09
H -3.65 6.51 -1.29
H -3.26 4.20 -3.99
H -1.68 2.13 -3.53
H 0.48 3.37 0.97
H 4.18 3.79 -1.18
H 0.96 1.47 -2.81
H -0.55 -0.24 1.69
H -2.19 0.26 2.12
H -2.58 -3.03 0.29
H -1.01 -2.57 0.97
H -2.45 -2.24 1.93
H -3.99 -1.51 -0.57
H -4.09 -0.82 1.06
H -3.92 0.27 -0.34
H -0.32 -1.38 -0.85
H -1.78 -1.49 -1.82
F -2.41 -4.16 4.43
C -1.16 -4.29 4.99
F -1.20 -3.72 6.22
F -0.95 -5.63 5.18
C -0.16 -3.66 4.08
C 0.28 -2.34 4.27
C 0.88 -1.66 3.22
C 1.08 -2.33 1.97
C 1.21 -1.57 0.77
C 1.66 -2.28 -0.42
C 3.02 -2.11 -0.71
C 3.68 -3.06 -1.48
C 2.95 -4.04 -2.16
C 1.55 -4.07 -2.06
C 0.90 -3.24 -1.15
C 0.88 -3.76 1.93
C 0.16 -4.37 2.93
H 0.09 -1.82 5.21
H 1.14 -0.59 3.31
H 1.36 -0.49 0.91
H 3.52 -1.30 -0.17
H 4.77 -3.05 -1.50
H 3.48 -4.82 -2.72
H 0.97 -4.79 -2.64
H -0.18 -3.35 -0.99
H 1.14 -4.36 1.05
H -0.20 -5.39 2.81
```

- 2S+1 = 1
- HOMO level (eV) = -6.961

Mulliken atomic charge list, values in e, 6 entries: number 1, C, carries -1.23; number 2, C, carries 0.54; number 3, C, carries -0.66; number 4, C, carries -1.02; number 5, C, carries 0.45; number 6, B, carries 1.26



Energy relative to the best compared isomer or geometry (same formula, charge and spin) for the records above, in order: 262.8 205.0 kJ/mol
Energy for the records above, in order: -36656.7603 -73701.4294 eV